# 1
Computed, not measured: a cluster of 7 separate species, C24H61N2O10PS in total at a distorted geometry, with ωB97M-V with the def2-TZVPD basis set.

Calculated values
- Frontier orbital gap: 0.3329 hartree
- Relative energy (zero: lowest compared OMol25 entry of this formula, charge and spin): 14.44 kcal per mole
- Structure (SMILES): CCSC[C@@]1(N)OC(=O)O[C@@H]1P(N)O.CC(C)O.CC(C)O.CC(C)O.CC(C)O.CC(C)O.CC(C)O
- Calculated total energy: -2552.50874 Ha
- LUMO: 0.5 eV

Geometry as ORCA input:
```
! wB97M-V def2-TZVPD RIJCOSX def2/J DEFGRID3
* xyz 0 1
C 5.29 2.21 2.18
C 4.48 1.65 1.02
S 4.87 -0.12 0.93
C 3.45 -0.92 0.17
C 2.26 -1.19 1.08
N 1.19 -1.88 0.38
O 2.72 -2.09 2.13
C 2.15 -1.71 3.30
O 2.48 -2.12 4.40
O 1.15 -0.82 3.02
C 1.76 -0.05 1.93
P 0.37 0.97 1.29
N 0.62 1.07 -0.39
O 0.81 2.47 1.83
H 5.94 1.47 2.62
H 5.93 3.03 1.86
H 4.66 2.60 2.97
H 4.75 2.16 0.10
H 3.43 1.83 1.18
H 3.12 -0.41 -0.73
H 3.80 -1.89 -0.15
H 1.24 -2.85 0.66
H 1.38 -1.89 -0.61
H 2.54 0.50 2.44
H -0.13 1.66 -0.72
H 1.47 1.60 -0.59
H 0.11 2.81 2.39
C -3.82 -0.86 -0.15
C -3.39 -1.76 1.00
C -3.33 -0.99 2.31
O -2.12 -2.35 0.71
H -3.09 -0.05 -0.28
H -3.85 -1.42 -1.09
H -4.80 -0.42 0.03
H -4.09 -2.60 1.09
H -2.59 -0.19 2.23
H -3.01 -1.64 3.12
H -4.30 -0.56 2.56
H -1.49 -1.63 0.61
C -7.47 -1.00 -4.14
C -6.72 -1.56 -2.94
C -6.45 -3.05 -3.10
O -7.45 -1.31 -1.74
H -8.44 -1.49 -4.24
H -7.66 0.07 -4.01
H -6.91 -1.15 -5.07
H -5.78 -1.03 -2.83
H -7.39 -3.60 -3.18
H -5.91 -3.43 -2.23
H -5.87 -3.25 -3.99
H -8.30 -1.77 -1.81
C 8.54 0.40 5.53
C 7.19 -0.20 5.14
C 6.66 -1.13 6.22
O 7.30 -0.89 3.90
H 9.28 -0.39 5.67
H 8.90 1.06 4.75
H 8.46 0.96 6.46
H 6.48 0.60 4.97
H 7.34 -1.97 6.37
H 5.69 -1.55 5.92
H 6.53 -0.61 7.17
H 7.92 -1.62 4.01
C -2.27 1.99 -4.79
C -2.72 1.48 -3.43
C -4.18 1.80 -3.17
O -1.89 2.03 -2.40
H -2.37 3.07 -4.85
H -1.22 1.74 -4.96
H -2.86 1.55 -5.60
H -2.57 0.40 -3.38
H -4.34 2.89 -3.18
H -4.48 1.43 -2.19
H -4.83 1.36 -3.93
H -2.00 2.99 -2.42
C -6.78 -3.84 -8.51
C -6.04 -4.42 -7.31
C -5.75 -5.90 -7.49
O -6.79 -4.20 -6.11
H -7.74 -4.34 -8.64
H -6.98 -2.78 -8.36
H -6.20 -3.97 -9.43
H -5.11 -3.88 -7.16
H -6.68 -6.46 -7.59
H -5.22 -6.29 -6.62
H -5.15 -6.08 -8.37
H -7.63 -4.66 -6.20
C 7.35 5.37 5.66
C 6.12 5.37 4.76
C 5.34 6.67 4.87
O 5.28 4.26 5.06
H 7.05 5.47 6.71
H 7.89 4.44 5.56
H 8.02 6.20 5.42
H 6.43 5.23 3.72
H 4.98 6.81 5.89
H 4.47 6.65 4.22
H 5.96 7.53 4.61
H 4.99 4.35 5.97
*
```

These are the Mulliken partial charges, in e, on atoms 1 to 4: atom 1 (C): -1.1172, atom 2 (C): -0.0041, atom 3 (S): -0.1440, atom 4 (C): -1.3409

***

# 2
Computed, not measured: a cluster of 5 separate species, C24H61N4O9 in total at a distorted geometry, with ωB97M-V with the def2-TZVPD basis set.

Calculated values
- Frontier orbital gap: 0.2782 hartree
- Relative energy (zero: lowest compared OMol25 entry of this formula, charge and spin): 260.35 kcal per mole
- Calculated total energy: -1846.56551 Ha
- LUMO: 2.5 eV

Geometry as ORCA input:
```
! wB97M-V def2-TZVPD RIJCOSX def2/J DEFGRID3
* xyz -1 1
O 38.11 1.98 41.39
H 38.76 2.57 41.20
C 40.37 -2.90 43.76
O 39.14 -2.21 44.15
C 39.10 -0.88 43.79
C 37.80 -0.21 44.25
N 37.82 1.24 43.96
C 36.67 1.95 44.71
C 36.84 3.35 44.31
O 36.02 4.22 45.06
C 34.70 4.19 44.89
H 40.43 -4.11 44.03
H 41.18 -2.36 44.12
H 40.69 -3.04 42.71
H 39.07 -0.69 42.78
H 40.14 -0.41 44.05
H 37.58 -0.34 45.26
H 37.03 -0.89 43.76
H 37.85 1.46 42.89
H 36.83 1.91 45.77
H 35.86 1.53 44.32
H 36.64 3.32 43.29
H 37.77 3.71 44.32
H 34.24 3.14 44.79
H 34.30 4.88 44.31
H 34.42 4.62 45.79
C 40.93 2.97 43.19
O 42.12 3.71 42.82
C 42.06 3.55 41.41
C 43.31 4.32 40.86
N 43.58 4.27 39.35
C 44.83 4.61 38.93
C 45.10 6.04 38.77
O 46.42 6.26 38.45
C 46.99 7.52 38.40
H 41.25 1.85 43.15
H 40.10 3.31 42.69
H 40.83 2.98 44.36
H 41.08 3.72 40.93
H 42.40 2.40 41.12
H 44.33 3.93 41.42
H 43.25 5.41 41.09
H 42.68 4.84 38.79
H 44.83 4.27 37.98
H 45.48 4.26 39.50
H 44.65 6.74 39.69
H 44.49 6.47 37.86
H 48.06 7.40 38.57
H 46.77 8.08 39.24
H 46.52 7.87 37.48
C 40.23 -3.48 39.33
O 40.56 -2.08 39.14
C 39.60 -1.22 39.15
C 40.01 0.19 39.05
N 38.86 1.03 38.77
C 39.30 2.41 38.44
C 38.06 3.20 38.12
O 38.49 4.52 37.73
C 37.39 5.38 37.26
H 39.68 -3.47 40.42
H 41.21 -4.14 39.11
H 39.37 -3.90 38.86
H 38.98 -1.19 40.11
H 39.08 -1.46 38.45
H 40.76 0.27 38.33
H 40.59 0.29 39.99
H 38.26 1.18 39.85
H 39.98 2.34 37.54
H 40.02 2.83 39.21
H 37.48 3.20 38.97
H 37.53 2.81 37.35
H 36.87 5.44 38.30
H 36.81 4.74 36.59
H 37.67 6.26 36.61
C 34.38 6.20 39.82
O 34.23 4.99 40.65
C 35.23 4.03 40.28
C 34.73 2.75 41.01
N 35.54 1.51 40.57
C 35.18 0.29 41.36
C 36.10 -0.66 40.85
O 35.88 -1.98 41.50
C 36.41 -2.92 40.72
H 34.47 5.89 38.70
H 35.28 6.87 40.03
H 33.51 6.85 39.87
H 36.24 4.12 40.86
H 35.37 4.05 39.25
H 33.60 2.68 40.83
H 34.95 2.96 42.06
H 36.48 1.68 41.02
H 34.15 -0.09 41.37
H 35.42 0.67 42.33
H 37.15 -0.58 40.84
H 35.82 -0.77 39.80
H 35.95 -4.07 41.08
H 37.56 -3.08 41.13
H 36.34 -2.75 39.60
*
```

These are the Mulliken partial charges, in e, on atoms 1 to 4: atom 1 (O): 0.2394, atom 2 (H): -0.6285, atom 3 (C): -0.7753, atom 4 (O): -0.3615

***

# 3
Computed, not measured: a cluster of 5 separate species, C24H62BNOPS2 in total at a distorted geometry, with ωB97M-V with the def2-TZVPD basis set.

Calculated values
- Frontier orbital gap: 0.3151 hartree
- Relative energy (zero: lowest compared OMol25 entry of this formula, charge and spin): 8.69 kcal per mole
- Calculated total energy: -2244.02978 Ha
- LUMO: -4.4 eV

Geometry as ORCA input:
```
! wB97M-V def2-TZVPD RIJCOSX def2/J DEFGRID3
* xyz 1 1
N -1.29 0.12 1.77
B -0.83 -0.80 0.83
O -1.50 -1.86 0.38
S 0.96 -0.56 0.02
P 2.35 -0.76 1.75
S 4.08 -1.28 1.19
H -0.67 0.87 2.02
H -1.63 -0.31 2.62
H -1.03 -2.70 0.40
H 1.07 0.71 -0.42
H 1.66 -1.68 2.54
H 2.27 0.48 2.39
C -0.73 -2.28 -3.40
C -2.19 -2.55 -3.76
C -2.86 -3.57 -2.84
C -2.24 -4.96 -2.86
C -2.19 -5.62 -4.24
C -3.57 -5.85 -4.85
H -0.12 -3.18 -3.49
H -0.30 -1.53 -4.06
H -0.65 -1.91 -2.38
H -2.25 -2.87 -4.80
H -2.75 -1.61 -3.70
H -3.92 -3.64 -3.10
H -2.83 -3.19 -1.81
H -2.80 -5.61 -2.18
H -1.22 -4.92 -2.46
H -1.68 -6.58 -4.15
H -1.58 -5.03 -4.92
H -4.18 -6.48 -4.21
H -3.48 -6.35 -5.82
H -4.10 -4.92 -5.01
C 3.83 -7.66 2.93
C 2.51 -7.35 3.64
C 1.67 -6.29 2.93
C 2.34 -4.92 2.83
C 2.75 -4.29 4.15
C 1.58 -4.01 5.09
H 4.48 -6.78 2.88
H 4.38 -8.44 3.45
H 3.65 -8.01 1.91
H 2.71 -7.04 4.67
H 1.92 -8.26 3.71
H 0.71 -6.19 3.45
H 1.43 -6.64 1.92
H 1.65 -4.23 2.31
H 3.22 -4.99 2.18
H 3.27 -3.35 3.94
H 3.48 -4.92 4.66
H 0.85 -3.34 4.62
H 1.92 -3.54 6.01
H 1.06 -4.93 5.36
C 0.14 1.61 -4.05
C 1.08 2.42 -3.17
C 0.37 3.11 -2.00
C -0.70 4.13 -2.40
C -0.19 5.26 -3.29
C 0.88 6.12 -2.62
H -0.62 2.23 -4.52
H 0.68 1.11 -4.86
H -0.37 0.83 -3.47
H 1.60 3.16 -3.78
H 1.85 1.76 -2.77
H 1.12 3.59 -1.37
H -0.11 2.34 -1.37
H -1.12 4.55 -1.49
H -1.52 3.62 -2.90
H -1.04 5.89 -3.55
H 0.19 4.86 -4.23
H 0.50 6.56 -1.69
H 1.19 6.94 -3.27
H 1.77 5.54 -2.37
C -1.24 8.81 2.85
C -0.82 7.96 1.65
C -1.63 6.67 1.50
C -1.51 5.70 2.67
C -0.09 5.25 2.99
C 0.58 4.51 1.83
H -1.10 8.28 3.79
H -0.66 9.73 2.90
H -2.30 9.08 2.78
H 0.24 7.73 1.72
H -0.94 8.55 0.74
H -1.33 6.17 0.57
H -2.69 6.93 1.37
H -2.12 4.81 2.45
H -1.95 6.14 3.57
H -0.11 4.60 3.86
H 0.53 6.11 3.27
H 0.00 3.63 1.55
H 1.59 4.19 2.09
H 0.66 5.14 0.94
*
```

These are the Mulliken partial charges, in e, on atoms 1 to 4: atom 1 (N): -0.2928, atom 2 (B): 0.4107, atom 3 (O): -0.4039, atom 4 (S): 0.0024